Molecular formula: C42H56N5Na
Method: DFT, ωB97M-V/def2-TZVPD

```
! RIJCOSX wB97M-V def2-TZVPD def2/J DEFGRID3
* xyz -2 1
Na 0.550 0.169 -0.005
C 1.781 1.472 3.904
N 1.861 0.508 2.828
C 0.916 -0.575 3.058
C 3.166 -0.003 2.548
C 4.066 -0.226 3.582
C 5.320 -0.791 3.386
C 5.633 -1.234 2.109
C 4.753 -1.022 1.067
C 3.529 -0.315 1.204
N 2.722 -0.029 0.134
C 3.280 0.175 -1.092
C 4.603 0.675 -1.266
C 5.199 0.827 -2.499
C 4.494 0.532 -3.662
C 3.163 0.165 -3.532
C 2.541 -0.001 -2.301
N 1.138 -0.359 -2.262
C 0.841 -1.593 -2.974
C 0.271 0.696 -2.777
H 1.974 1.038 4.901
H 0.770 1.884 3.915
H 2.487 2.285 3.734
H 1.164 -1.145 3.973
H 0.912 -1.252 2.207
H -0.088 -0.163 3.150
H 3.781 0.043 4.592
H 6.004 -0.922 4.216
H 6.569 -1.752 1.924
H 5.009 -1.393 0.084
H 5.158 0.947 -0.379
H 6.220 1.192 -2.554
H 4.957 0.604 -4.639
H 2.578 0.007 -4.432
H 0.839 -1.462 -4.070
H -0.146 -1.952 -2.669
H 1.581 -2.347 -2.724
H 0.404 0.853 -3.862
H 0.462 1.633 -2.269
H -0.771 0.427 -2.588
C -4.590 -2.350 -1.693
C -3.873 -2.031 -0.373
C -4.909 -1.919 0.749
C -2.775 -3.046 -0.090
C -3.117 -4.388 -0.194
C -2.176 -5.404 -0.191
C -0.834 -5.045 -0.101
C -0.434 -3.733 0.037
C 1.039 -3.430 0.233
C 1.973 -4.241 -0.680
C 1.428 -3.673 1.697
C -1.395 -2.657 0.093
N -0.934 -1.400 0.283
C -1.672 -0.493 1.033
C -1.687 0.863 1.007
N -0.981 1.760 0.210
C -1.517 2.964 -0.102
C -0.672 4.140 -0.192
C -1.204 5.359 -0.583
C -2.549 5.549 -0.869
C -3.381 4.449 -0.768
C -2.915 3.191 -0.423
C -3.933 2.065 -0.548
C -5.026 2.165 0.520
C -4.563 2.029 -1.947
C 0.799 4.229 0.223
C 1.130 3.575 1.564
C 1.796 3.767 -0.849
H -5.237 -1.519 -1.986
H -5.219 -3.240 -1.600
H -3.865 -2.525 -2.489
H -3.396 -1.063 -0.493
H -5.423 -2.874 0.894
H -5.654 -1.157 0.502
H -4.429 -1.643 1.688
H -4.163 -4.657 -0.318
H -2.473 -6.443 -0.282
H -0.080 -5.829 -0.116
H 1.178 -2.370 0.027
H 2.281 -5.175 -0.200
H 2.877 -3.667 -0.897
H 1.484 -4.496 -1.622
H 1.336 -4.737 1.938
H 0.761 -3.122 2.361
H 2.456 -3.350 1.885
H -2.255 -0.933 1.851
H -2.293 1.321 1.799
H -0.544 6.222 -0.622
H -2.925 6.529 -1.141
H -4.433 4.575 -1.011
H -3.418 1.123 -0.405
H -5.549 3.123 0.455
H -4.583 2.090 1.515
H -5.763 1.363 0.411
H -5.288 2.836 -2.087
H -5.081 1.079 -2.106
H -3.787 2.129 -2.708
H 0.973 5.302 0.367
H 1.211 2.501 1.472
H 0.340 3.787 2.289
H 2.078 3.965 1.949
H 1.952 2.693 -0.784
H 2.770 4.240 -0.692
H 1.447 4.030 -1.849
*
```

Values from the calculation:
**Total energy**: -2070.1174 Eh
**Orbital gap**: 3.8 eV
**E_LUMO**: 0.1424 Eh
**Relative energy (zero: lowest compared OMol25 entry of this formula, charge and spin)**: 0.0 kcal/mol